Below is a molecular structure, C31H44BrCrN3OP2 in a non-equilibrium geometry, with properties calculated with ωB97M-V/def2-TZVPD.

- Relative energy (zero: lowest compared OMol25 entry of this formula, charge and spin): 2.091 eV
- HOMO (spin up / spin down): -13.717 / -13.773 eV
- Spin multiplicity: 5
- <S²>: 6.09
- Net charge: +2

Last column: Mulliken spin population.
Cartesian coordinates (Å):
C 5.866 -1.506 4.406  -0.001
C 5.461 -1.780 3.054  0.000
C 6.445 -2.425 2.261  -0.001
C 7.712 -2.736 2.782  0.000
N 8.069 -2.466 4.042  -0.001
C 7.166 -1.864 4.829  0.000
C 4.244 -1.425 2.360  -0.014
C 3.379 -0.933 1.601  -0.016
C 2.911 0.027 0.697  0.009
C 1.552 0.362 0.921  0.130
C 1.219 1.778 0.854  0.109
C 2.154 2.636 0.322  0.024
C 3.302 2.155 -0.362  -0.007
C 3.748 0.870 -0.100  -0.021
Cr 0.000 -0.430 -0.149  3.969
P -2.589 -1.281 -0.181  -0.049
H 6.260 -2.667 1.204  0.000
H 5.232 -1.003 5.158  0.000
H 8.463 -3.211 2.152  0.000
H 7.519 -1.655 5.843  0.000
H 4.736 0.556 -0.440  0.001
H 1.035 -0.277 1.712  -0.102
H 3.747 2.851 -1.063  0.001
H 0.294 2.150 1.240  -0.016
C -4.071 -0.792 -1.227  0.013
C -4.767 -1.798 -2.148  -0.001
H -3.707 0.069 -1.817  -0.003
H -4.812 -0.375 -0.513  0.002
H -5.567 -1.291 -2.709  -0.001
H -4.079 -2.227 -2.885  0.000
H -5.234 -2.611 -1.581  0.000
C -1.485 -2.608 -0.842  0.038
C -0.745 -3.475 0.176  -0.003
H -0.615 -2.004 -1.252  -0.055
H -1.979 -3.157 -1.666  0.009
H 0.058 -3.991 -0.373  0.000
H -0.247 -2.818 0.921  0.009
H -1.391 -4.212 0.668  0.001
C -3.346 -2.102 1.284  0.003
C -4.258 -3.306 1.026  -0.006
H -3.881 -1.293 1.810  -0.001
H -2.492 -2.389 1.921  0.006
H -4.531 -3.768 1.987  -0.001
H -5.188 -3.009 0.526  0.001
H -3.773 -4.081 0.417  0.000
Br 1.545 4.339 0.147  0.003
P 0.170 0.667 -2.696  -0.026
C -0.914 -0.658 -3.288  0.022
C -1.084 -1.435 -4.596  0.000
H -1.926 -0.357 -2.898  -0.001
H -0.547 -1.492 -2.657  0.009
H -1.444 -2.443 -4.334  0.000
H -1.828 -0.983 -5.257  0.000
H -0.125 -1.559 -5.092  0.001
C -0.118 2.201 -3.753  -0.008
C 0.687 2.644 -5.013  -0.007
H 0.034 3.004 -2.985  0.000
H -1.195 2.254 -4.049  -0.001
H 0.373 3.676 -5.305  -0.001
H 1.761 2.671 -4.808  0.000
H 0.464 1.984 -5.858  0.001
C 1.974 0.164 -2.638  -0.019
C 3.062 -0.475 -3.525  -0.004
H 1.924 -0.490 -1.721  0.006
H 2.425 1.106 -2.273  -0.013
H 4.013 -0.367 -2.977  0.000
H 2.918 -1.552 -3.661  0.000
H 3.197 0.014 -4.488  0.002
N -4.260 5.514 4.256  0.000
C -3.786 4.259 4.536  0.001
O -3.737 3.821 5.678  0.000
C -3.279 3.377 3.376  0.000
C -2.890 3.851 2.104  0.001
C -2.219 2.969 1.230  0.018
N -2.015 1.667 1.491  -0.032
C -2.498 1.193 2.650  0.011
C -3.061 2.009 3.634  0.003
H -4.499 6.081 5.083  0.000
H -4.291 5.963 3.338  0.000
H -3.077 4.870 1.775  0.000
H -1.831 3.361 0.280  0.005
H -2.422 0.111 2.828  0.004
H -3.314 1.554 4.598  0.000

=====

Below is 13 unconnected molecules or ions with the total composition C7H41NO12 in a non-equilibrium geometry, with properties calculated with ωB97M-V/def2-TZVPD.

- Relative energy (zero: lowest compared OMol25 entry of this formula, charge and spin): 5.551 eV
- HOMO: -8.250 eV

Last column: Löwdin charge in e.
Cartesian coordinates (Å):
C -0.125 -1.137 -0.763  -0.196
C -0.100 -2.346 -1.604  -0.264
C 1.147 -2.647 -2.384  -0.267
C 2.479 -2.658 -1.597  -0.108
C -0.447 0.267 -1.392  -0.177
N -1.820 0.779 -1.228  -0.294
C -2.306 0.415 0.130  -0.089
C -2.695 0.462 -2.325  -0.111
H -0.895 -1.254 -0.015  0.066
H 0.874 -1.150 -0.266  0.089
H -1.010 -2.407 -2.330  0.122
H -0.267 -3.231 -0.921  0.134
H 1.204 -1.933 -3.191  0.086
H 1.105 -3.634 -2.968  0.127
H 2.882 -3.663 -1.227  0.099
H 3.345 -2.140 -2.120  0.085
H 2.391 -1.966 -0.762  0.014
H -0.065 0.258 -2.396  0.101
H 0.099 1.028 -0.673  0.119
H -2.725 -0.604 0.068  0.067
H -2.971 1.279 0.527  0.111
H -1.535 0.648 0.951  0.070
H -2.093 0.322 -3.275  0.102
H -3.595 1.208 -2.414  0.112
H -3.194 -0.491 -2.102  0.050
H -0.021 1.846 3.099  0.051
H -0.153 2.302 1.762  -0.022
O -0.131 1.524 2.251  -0.017
H -2.155 2.902 -1.043  0.072
H -0.894 3.522 -1.598  0.035
O -1.758 3.844 -1.143  -0.111
H 2.527 0.266 -1.518  0.059
H 2.597 1.277 -0.419  -0.034
O 2.757 1.219 -1.347  -0.057
H -0.415 -1.453 3.003  0.044
H -0.916 0.102 2.965  0.051
O -1.185 -0.876 2.868  -0.091
H -1.150 4.048 1.680  0.039
H -1.019 4.004 0.214  0.040
O -0.437 3.998 1.082  -0.098
H 1.523 2.746 -1.651  0.041
H 0.569 2.535 -2.735  0.079
O 0.660 3.125 -1.960  -0.078
H 3.671 -1.988 2.686  0.050
H 3.218 -0.984 1.680  0.003
O 3.273 -1.927 1.832  -0.040
H 1.428 0.281 1.573  0.040
H 2.208 1.556 1.548  0.054
O 2.337 0.568 1.367  -0.105
H 1.662 -3.897 2.920  0.013
H 1.793 -2.841 1.830  -0.009
O 1.158 -3.467 2.246  -0.075
H -2.287 -3.431 2.733  0.029
H -2.452 -2.029 2.171  -0.041
O -2.692 -2.917 2.058  -0.022
H 0.929 3.198 0.312  0.082
H 2.127 3.934 0.770  0.031
O 1.883 3.054 0.728  -0.073
H -2.869 -2.923 -1.927  0.115
H -2.760 -2.737 -0.181  -0.004
O -2.825 -2.407 -1.050  -0.098